a:
# CH3NOP2S

CH3NOP2S in the gas phase (ωB97M-V/def2-TZVPD, OMol25).

```
9
CH3NOP2S, DFT ωB97M-V/def2-TZVPD
C 0.60 1.24 0.49
N 0.90 1.39 -0.72
O -0.60 -1.18 0.15
P -0.55 0.08 1.30
P -1.26 -1.42 -1.31
S 0.47 0.84 -2.14
H 0.72 2.05 1.27
H 0.15 -0.40 2.49
H -0.43 -2.59 -1.54
```

Results
HOMO (spin up / spin down)   -0.2947 / -0.2845 Eh
LUMO energy (spin up / spin down)   -0.76 / -1.17 eV



b:
# CH3NOP2S

A molecular structure, CH3NOP2S (ωB97M-V/def2-TZVPD, OMol25).

```
9
CH3NOP2S, DFT ωB97M-V/def2-TZVPD
C 0.09 0.68 -0.55
N -1.08 0.34 -1.16
O 0.02 -1.75 -0.25
P 1.21 -0.50 0.00
P -1.36 -1.25 -0.90
S -2.90 -2.38 -0.84
H 0.51 1.68 -0.60
H 1.92 1.46 1.81
H 1.59 1.72 2.50
```

Results
HOMO   -0.3157 Eh
LUMO energy   -0.97 eV



c:
# CH3NOP2S

A molecular structure, CH3NOP2S (ωB97M-V/def2-TZVPD, OMol25).

```
9
CH3NOP2S, DFT ωB97M-V/def2-TZVPD
C -0.77 -0.33 1.29
N -1.52 0.28 0.48
O 1.06 -1.07 -0.96
P 1.01 -0.54 1.23
P 0.35 -0.22 -2.04
S -1.20 0.98 -0.87
H -1.25 -0.61 2.20
H 1.00 0.79 1.05
H 1.32 0.72 -2.37
```

Results
HOMO (spin up / spin down)   -0.3116 / -0.3116 Eh
LUMO energy (spin up / spin down)   -1.49 / -1.49 eV



So which one is most stable? That would be b, about 0.0695 hartree below the next structure.



a:
# C2H8N2O2

2 unconnected molecules or ions with the total composition C2H8N2O2 (ωB97M-V/def2-TZVPD, OMol25).

```
14
C2H8N2O2, DFT ωB97M-V/def2-TZVPD
N 2.40 -0.87 -0.23
C 1.87 -0.26 -1.37
O 1.49 0.94 -1.25
H 2.05 -0.54 0.74
H 2.54 -1.83 -0.34
H 2.01 -0.86 -2.29
N -1.34 1.21 -0.04
C -1.62 0.50 1.18
O -1.95 -0.96 1.14
H -2.12 1.17 -0.63
H -0.56 1.36 -0.58
H -2.48 0.99 1.61
H -0.63 0.45 1.82
H -1.65 -1.30 0.23
```

Results
HOMO   -0.3418 Eh
SMILES   NC=O.NCO
LUMO energy   0.65 eV



b:
# C2H8N2O2

2 unconnected molecules or ions with the total composition C2H8N2O2 (ωB97M-V/def2-TZVPD, OMol25).

```
14
C2H8N2O2, DFT ωB97M-V/def2-TZVPD
C -2.36 -0.29 0.62
C 1.74 0.90 -0.14
N 2.81 -1.07 0.23
N 1.83 -0.37 -0.18
O 0.70 1.56 -0.78
O -1.82 -0.47 -0.70
H -2.71 0.77 0.70
H -1.52 -0.52 1.29
H -3.16 -1.08 0.80
H 2.50 1.65 0.30
H 3.35 -0.43 0.83
H -2.48 -0.65 -1.34
H 1.11 -1.02 -0.69
H 0.00 1.03 -0.94
```

Results
HOMO (spin up / spin down)   -0.2528 / -0.2528 Eh
LUMO energy (spin up / spin down)   0.52 / 0.52 eV



c:
# C2H8N2O2

2 unconnected molecules or ions with the total composition C2H8N2O2 (ωB97M-V/def2-TZVPD, OMol25).

```
14
C2H8N2O2, DFT ωB97M-V/def2-TZVPD
N -1.95 0.49 -0.82
C -2.08 -0.44 0.15
O -1.31 -0.59 1.10
H -0.98 0.82 -1.09
H -2.41 0.37 -1.67
H -3.09 -0.95 0.13
N 2.50 -0.21 0.69
C 1.44 0.55 0.14
O 0.95 0.09 -1.10
H 2.72 -0.17 1.63
H 3.33 -0.01 0.18
H 0.60 0.60 0.81
H 1.74 1.61 0.18
H 0.96 -0.91 -1.08
```

Results
HOMO   -0.3431 Eh
SMILES   NC=O.NCO
LUMO energy   0.94 eV



So which one is most stable? That would be c, about 0.0217 hartree below the next structure.



a:
# C22H23ClGeIN10O2PtS

A molecular structure, C22H23ClGeIN10O2PtS (ωB97M-V/def2-TZVPD, OMol25).

```
62
C22H23ClGeIN10O2PtS, DFT ωB97M-V/def2-TZVPD
Pt -1.17 -0.22 0.24
N 0.78 -1.36 2.81
C 0.29 -0.07 2.94
N 0.54 0.70 3.98
N -0.13 1.84 3.71
N -0.74 1.76 2.59
N -0.49 0.54 2.06
C 0.69 -2.12 1.68
N 1.40 -3.22 1.47
N 0.99 -3.66 0.26
N 0.11 -2.88 -0.25
N -0.13 -1.89 0.65
H 1.49 -1.63 3.47
Cl -2.98 6.61 -0.43
C -2.12 5.11 -0.72
C -0.99 5.13 -1.50
C -0.30 3.95 -1.78
I 1.36 4.04 -3.03
C -0.68 2.67 -1.30
O -0.12 1.60 -1.60
C -1.88 2.71 -0.43
N -2.31 1.52 0.08
C -3.43 1.47 0.77
C -4.20 2.60 1.04
C -3.78 3.81 0.59
C -2.60 3.90 -0.18
H -0.65 6.07 -1.91
H -3.71 0.50 1.17
H -5.10 2.50 1.63
H -4.34 4.71 0.79
C 3.04 0.77 -1.78
S 2.78 -0.44 -0.47
O 2.04 0.28 0.60
C 4.50 -0.51 0.07
C 5.35 -1.47 -0.45
C 6.67 -1.51 -0.03
C 7.12 -0.61 0.93
C 6.25 0.33 1.46
C 4.93 0.38 1.04
H 3.56 1.63 -1.37
H 2.05 1.06 -2.11
H 3.62 0.30 -2.58
H 4.97 -2.19 -1.17
H 7.34 -2.26 -0.43
H 8.14 -0.65 1.27
H 6.60 1.02 2.22
H 4.22 1.09 1.45
C -3.24 -3.23 0.76
Ge -3.03 -2.72 -1.11
C -4.79 -2.32 -1.90
C -2.21 -4.16 -2.13
C -2.06 -1.00 -1.20
H -3.67 -4.23 0.83
H -3.90 -2.54 1.30
H -2.27 -3.23 1.25
H -5.47 -3.17 -1.75
H -4.69 -2.15 -2.97
H -5.24 -1.44 -1.45
H -2.94 -4.95 -2.28
H -1.34 -4.55 -1.60
H -1.87 -3.80 -3.11
H -2.24 -0.42 -2.12
```

Results
Net charge   -1
HOMO   -0.1685 Eh
LUMO energy   1.19 eV



b:
# C22H23ClGeIN10O2PtS

A molecular structure, C22H23ClGeIN10O2PtS (ωB97M-V/def2-TZVPD, OMol25).

```
62
C22H23ClGeIN10O2PtS, DFT ωB97M-V/def2-TZVPD
Pt -0.34 -0.35 0.83
N 0.38 -3.97 1.81
C 0.53 -3.67 0.44
N 1.00 -4.58 -0.39
N 0.94 -3.97 -1.60
N 0.45 -2.78 -1.47
N 0.17 -2.54 -0.16
C -0.54 -3.28 2.53
N -1.33 -3.73 3.54
N -2.13 -2.73 3.84
N -1.79 -1.72 3.08
N -0.81 -2.03 2.26
H 0.51 -4.94 2.04
Cl -4.65 3.84 4.61
C -3.34 3.40 3.53
C -2.57 4.42 3.04
C -1.54 4.06 2.17
I -0.40 5.58 1.32
C -1.28 2.76 1.82
O -0.20 2.55 1.04
C -2.08 1.70 2.32
N -1.83 0.40 1.96
C -2.67 -0.65 2.48
C -3.74 -0.26 3.44
C -3.95 1.00 3.75
C -3.13 2.07 3.19
H -2.76 5.45 3.31
H -3.10 -1.20 1.63
H -4.34 -1.07 3.85
H -4.75 1.27 4.43
C 3.03 1.05 -1.98
S 2.24 -0.41 -1.28
O 2.47 -0.34 0.20
C 3.45 -1.57 -1.91
C 3.17 -2.27 -3.07
C 4.14 -3.11 -3.60
C 5.37 -3.25 -2.95
C 5.61 -2.56 -1.77
C 4.65 -1.72 -1.24
H 4.09 1.05 -1.72
H 2.53 1.93 -1.58
H 2.90 1.01 -3.07
H 2.20 -2.18 -3.53
H 3.94 -3.67 -4.50
H 6.12 -3.90 -3.37
H 6.56 -2.69 -1.26
H 4.81 -1.19 -0.31
C -0.12 3.14 -2.64
Ge -1.07 1.82 -1.55
C -2.80 2.59 -1.06
C -1.39 0.20 -2.60
C -0.05 1.47 0.12
H -0.80 3.65 -3.32
H 0.67 2.67 -3.23
H 0.34 3.89 -1.99
H -3.40 2.73 -1.96
H -2.68 3.56 -0.57
H -3.34 1.93 -0.38
H -2.26 0.33 -3.24
H -1.56 -0.65 -1.93
H -0.52 -0.05 -3.22
H 1.01 1.53 -0.10
```

Results
Net charge   -1
HOMO   -0.1697 Eh
LUMO energy   2.20 eV



So which one is most stable? That would be a, about 0.0357 hartree below the next structure.